41
Properties=species:S:1:pos:R:3 method="wB97M-V/def2-TZVPD" e_homo_ha="-0.672 / -0.672" e_lumo_ev="-12.8623 / -12.8206" charge=+3 gap_ha="0.1993 / 0.2009" multiplicity=3 de_lowest_kcal_mol=33.6
W 1.172 -0.583 1.008
P 1.836 -0.876 -1.189
C 0.422 -1.870 -1.847
C -0.793 -1.840 -0.971
N -0.625 -1.371 0.291
C -1.673 -1.155 1.130
C -2.877 -1.773 0.869
C -3.063 -2.346 -0.383
C -2.044 -2.313 -1.319
C -1.298 -0.354 2.355
P -0.120 1.043 1.972
H -2.216 -2.669 -2.331
H -3.662 -1.786 1.624
H -4.033 -2.760 -0.641
H -2.169 0.141 2.822
H -0.875 -0.999 3.142
H 0.232 -1.466 -2.820
H 0.744 -2.919 -1.996
H -2.444 1.905 -3.167
O -2.388 2.705 -3.680
H -1.434 2.741 -3.900
H 1.378 1.219 0.742
O 1.543 2.750 -0.269
H 2.378 3.207 -0.072
C -1.222 2.301 1.311
H -2.225 2.139 1.735
H -0.824 3.290 1.581
H -1.260 2.226 0.218
C 0.472 1.688 3.546
H 1.133 2.537 3.326
H -0.391 2.022 4.139
H 1.047 0.933 4.096
C 3.138 -2.093 -1.539
H 3.099 -2.334 -2.612
H 4.115 -1.684 -1.270
H 2.992 -3.004 -0.951
C 2.189 0.676 -1.862
H 3.257 0.921 -1.813
H 1.683 0.903 -2.801
H 1.753 2.114 -1.041
I 3.048 -1.263 2.569